Entry 1
{
  "formula": "C4H8N",
  "method": "ωB97M-V with the def2-TZVPD basis set",
  "smiles": "[NH3+][C@@H]1[C@H]2C[C@@H]12",
  "total_charge": 1,
  "homo_energy_ev": -14.114,
  "lumo_ev": -3.848,
  "species": ["H", "H", "C", "H", "N", "C", "C", "H", "H", "H", "H", "C", "H"],
  "coordinates": [[2.440, -0.494, -0.583], [1.771, 0.970, 0.231], [-1.773, -0.046, -0.203], [-0.457, 1.867, -0.312], [1.860, -0.071, 0.099], [-0.514, 0.791, -0.401], [-0.630, -0.323, 0.693], [-2.612, 0.337, 0.279], [-2.240, -0.729, -0.832], [-0.491, -0.316, 1.737], [0.376, -1.121, -1.400], [0.408, -0.341, -0.374], [1.861, -0.522, 1.068]]
}

=====

Entry 2
{
  "formula": "C4H8N",
  "method": "ωB97M-V with the def2-TZVPD basis set",
  "total_charge": 1,
  "homo_energy_ev": -14.773,
  "lumo_ev": -5.015,
  "species": ["H", "H", "H", "C", "H", "H", "H", "C", "H", "C", "C", "H", "N"],
  "coordinates": [[-0.590, -1.436, 1.142], [3.122, 0.740, 0.337], [-1.216, 2.286, -0.690], [2.221, -0.038, 0.345], [-2.898, 1.957, -0.094], [-1.266, -1.892, -0.476], [0.120, -0.677, 0.031], [-1.631, 0.113, -0.218], [2.295, -0.508, 1.362], [-1.082, -0.987, 0.100], [-1.890, 1.429, -0.313], [1.490, -0.303, -1.280], [1.326, -0.685, -0.248]]
}

=====

Stability ranking, top entry: entry 1; the second entry is 0.1042 hartree less favorable.

=====

Entry 1
{
  "formula": "C4H8N",
  "method": "ωB97M-V with the def2-TZVPD basis set",
  "total_charge": 1,
  "homo_energy_ev": -16.230,
  "lumo_ev": -8.578,
  "species": ["H", "H", "H", "C", "H", "H", "C", "H", "C", "H", "C", "N", "H"],
  "coordinates": [[-2.191, -0.738, 0.843], [-0.053, -1.960, -0.199], [1.034, 2.155, -0.348], [-1.337, -0.387, 1.435], [1.206, -1.387, -1.419], [2.060, 1.011, -1.191], [1.026, 1.283, -0.995], [0.519, 1.546, -1.921], [0.281, 0.185, -0.271], [-0.745, -1.255, 1.726], [0.493, -1.139, -0.642], [-0.581, 0.570, 0.659], [-1.710, 0.116, 2.322]]
}

=====

Entry 2
{
  "formula": "C4H8N",
  "method": "ωB97M-V with the def2-TZVPD basis set",
  "smiles": "CC=[N+]1CC1",
  "total_charge": 1,
  "homo_energy_ev": -17.066,
  "lumo_ev": -4.622,
  "species": ["C", "C", "H", "H", "H", "H", "C", "H", "H", "C", "H", "H", "N"],
  "coordinates": [[-0.403, -1.471, 1.078], [-0.708, -0.057, 1.424], [0.447, -2.043, 1.496], [0.825, -0.759, -1.634], [1.283, 1.450, -2.166], [-1.213, -2.211, 0.737], [0.636, 1.388, -1.363], [0.968, 1.904, -0.509], [-1.700, 0.157, 1.072], [0.408, -0.010, -0.888], [-0.265, 0.395, 2.337], [-0.290, 1.634, -1.839], [0.011, -0.375, 0.255]]
}

=====

Stability ranking, top entry: entry 2; the second entry is 0.0514 hartree less favorable.

=====

Entry 1
{
  "formula": "C2H8NO4",
  "method": "ωB97M-V with the def2-TZVPD basis set",
  "total_charge": 1,
  "homo_energy_ev": -15.476,
  "lumo_ev": -3.580,
  "species": ["H", "O", "H", "H", "O", "O", "H", "N", "H", "H", "H", "O", "H", "C", "C"],
  "coordinates": [[1.101, 2.905, 0.049], [-2.004, 0.435, -0.195], [-2.289, 0.499, 0.717], [0.263, 1.037, -2.107], [1.041, 2.033, -0.485], [-0.621, 0.872, -1.793], [1.459, -2.187, 1.003], [0.037, -1.093, -0.230], [1.005, -0.539, 1.702], [-0.678, -1.709, -0.352], [-0.033, -1.851, 1.744], [-0.003, 1.444, 0.324], [0.815, -1.171, -0.951], [0.638, -1.406, 1.095], [-0.733, 0.731, -0.521]]
}

=====

Entry 2
{
  "formula": "C2H8NO4",
  "method": "ωB97M-V with the def2-TZVPD basis set",
  "total_charge": 1,
  "homo_energy_ev": -14.757,
  "lumo_ev": -3.575,
  "species": ["N", "O", "H", "O", "O", "H", "H", "C", "H", "O", "H", "C", "H", "H", "H"],
  "coordinates": [[-1.338, -1.262, 0.146], [0.636, -0.226, 0.524], [-0.448, -2.531, 1.485], [2.199, 2.730, -0.540], [-1.286, 0.924, -0.248], [2.565, 2.721, -1.364], [-0.024, -2.942, -0.039], [-0.878, -2.581, 0.580], [-0.742, 1.813, -0.420], [1.015, 1.877, -0.701], [-1.755, -3.258, 0.599], [-0.572, -0.166, 0.140], [1.834, 3.525, -0.254], [1.128, 0.593, 0.237], [-2.334, -1.217, -0.145]]
}

=====

Stability ranking, top entry: entry 1; the second entry is 0.0107 hartree less favorable.

=====

Entry 1
{
  "formula": "C2H5N3O",
  "method": "ωB97M-V with the def2-TZVPD basis set",
  "homo_energy_ev": -8.591,
  "lumo_ev": 0.764,
  "species": ["O", "H", "N", "H", "C", "N", "C", "H", "H", "N", "H"],
  "coordinates": [[1.298, 1.378, -0.919], [-1.032, -0.236, 0.501], [-0.270, 2.083, 0.582], [-1.121, -2.442, -0.105], [0.412, 1.129, -0.141], [-0.097, -0.169, 0.090], [0.515, -1.195, -0.535], [0.071, -2.879, -1.281], [-0.633, 1.811, 1.483], [-0.169, -2.340, -0.471], [0.197, 2.977, 0.569]]
}

=====

Entry 2
{
  "formula": "C2H5N3O",
  "method": "ωB97M-V with the def2-TZVPD basis set",
  "smiles": "[H]/N=C(/N)C(N)=O",
  "homo_energy_ev": -9.769,
  "lumo_ev": 0.546,
  "species": ["O", "H", "N", "C", "N", "H", "H", "N", "C", "H", "H"],
  "coordinates": [[1.143, -1.341, -0.128], [2.472, 0.710, 0.441], [-1.578, -0.881, 0.243], [-0.714, 0.180, -0.058], [-1.158, 1.361, -0.120], [-2.542, -0.782, -0.003], [-0.426, 1.966, -0.397], [1.492, 0.848, 0.028], [0.728, -0.221, -0.005], [1.074, 1.516, 0.660], [-1.096, -1.740, -0.358]]
}

=====

Stability ranking, top entry: entry 2; the second entry is 0.0122 hartree less favorable.

=====

Entry 1
{
  "formula": "C2H5N3O",
  "method": "ωB97M-V with the def2-TZVPD basis set",
  "homo_energy_ev": -9.120,
  "lumo_ev": 0.511,
  "species": ["C", "H", "N", "H", "O", "H", "N", "H", "C", "N", "H"],
  "coordinates": [[1.185, -1.287, 0.151], [-2.360, -0.312, -0.810], [2.141, 1.899, -0.044], [-3.214, -0.332, 0.515], [2.465, -1.483, 0.098], [2.918, -0.579, 0.151], [-2.305, 0.129, 0.127], [-2.563, 1.126, 0.113], [1.368, 1.055, -0.048], [0.658, -0.030, 0.032], [-0.293, -0.186, -0.284]]
}

=====

Entry 2
{
  "formula": "C2H5N3O",
  "method": "ωB97M-V with the def2-TZVPD basis set",
  "homo_energy_ev": [-8.537, -9.709],
  "lumo_ev": [0.074, -0.397],
  "species": ["H", "H", "H", "O", "H", "N", "N", "C", "H", "C", "N"],
  "coordinates": [[-0.864, -1.550, 0.173], [-2.215, -0.702, -0.667], [2.693, 0.911, 0.133], [-0.317, -0.145, -1.222], [-1.707, 0.111, 1.736], [0.260, 0.922, -0.553], [2.233, -0.060, 0.073], [-1.233, -0.678, -0.304], [2.558, -0.378, -0.840], [-1.186, 0.399, 0.833], [-0.223, 1.170, 0.637]]
}

=====

Entry 3
{
  "formula": "C2H5N3O",
  "method": "ωB97M-V with the def2-TZVPD basis set",
  "smiles": "[H]/N=C/NC(N)=O",
  "homo_energy_ev": -10.117,
  "lumo_ev": 0.860,
  "species": ["H", "C", "N", "H", "H", "N", "H", "C", "N", "O", "H"],
  "coordinates": [[-2.696, -0.971, -0.117], [1.416, 0.262, -0.204], [2.344, 0.378, 0.646], [1.509, -0.142, -1.213], [0.029, 1.136, 0.986], [0.095, 0.650, 0.097], [-2.558, 0.728, 0.058], [-0.807, -0.406, -0.124], [-2.129, -0.179, 0.152], [-0.416, -1.489, -0.519], [3.213, 0.034, 0.239]]
}

=====

Stability ranking, top entry: entry 3; the second entry is 0.1241 hartree less favorable.

=====

Entry 1
{
  "formula": "C2H5N3O",
  "method": "ωB97M-V with the def2-TZVPD basis set",
  "homo_energy_ev": -9.018,
  "lumo_ev": 0.652,
  "species": ["C", "C", "H", "N", "N", "O", "H", "N", "H", "H", "H"],
  "coordinates": [[-0.024, 0.347, -0.044], [1.256, -0.276, 0.193], [-0.969, -1.685, -0.377], [-0.381, -1.216, 0.304], [-0.853, 1.387, 0.247], [2.254, -0.461, 0.835], [-0.715, 1.861, 1.125], [0.879, 0.229, -1.153], [-1.546, 1.632, -0.448], [0.644, -0.352, -1.953], [-0.545, -1.466, 1.272]]
}

=====

Entry 2
{
  "formula": "C2H5N3O",
  "method": "ωB97M-V with the def2-TZVPD basis set",
  "homo_energy_ev": -9.581,
  "lumo_ev": 0.103,
  "species": ["N", "C", "O", "H", "C", "H", "H", "H", "H", "N", "N"],
  "coordinates": [[2.078, -0.197, -0.057], [-2.224, 0.418, 0.061], [0.658, 1.462, 0.027], [0.067, -1.589, -0.054], [0.892, 0.238, 0.032], [-3.395, 0.499, -0.343], [2.707, -1.361, -0.240], [2.739, 0.462, 0.070], [-2.043, 1.428, 0.288], [-1.388, -0.650, -0.155], [-0.090, -0.711, 0.370]]
}

=====

Stability ranking, top entry: entry 1; the second entry is 0.0284 hartree less favorable.